[1]
ORCA calculation (wB97M-V/def2-TZVPD) on C3H3I3 as an isolated structure in a non-equilibrium geometry.

Structure (ORCA input):
```
! wB97M-V def2-TZVPD RIJCOSX def2/J DEFGRID3
* xyz 0 1
C -0.352 1.441 1.040
C -1.190 1.283 2.344
C -0.095 0.224 0.150
I 0.759 3.122 0.862
I -1.575 2.897 3.534
I -2.338 -0.501 2.616
H 0.466 -0.510 0.946
H 0.504 0.431 -0.823
H -0.981 -0.261 -0.041
*
```

molecular weight: 419.77 g/mol
ΔE to the lowest compared entry with this formula, charge and spin: 1.599 eV
HOMO-LUMO gap: 0.29353 Ha
HOMO energy: -8.22 eV

---

[2]
ORCA calculation (wB97M-V/def2-TZVPD) on a 2-piece molecular cluster, C2H6N2O2 overall in a non-equilibrium geometry.

Structure (ORCA input):
```
! wB97M-V def2-TZVPD RIJCOSX def2/J DEFGRID3
* xyz 0 1
H 0.926 -1.600 1.063
N 0.213 -0.977 0.708
C -0.992 -1.338 0.926
N -1.956 -0.437 1.217
H -1.262 -2.398 0.926
H -2.912 -0.515 0.906
H -1.611 0.516 1.130
O 2.961 1.507 -1.645
C 1.769 1.569 -1.664
O 0.960 1.360 -0.619
H 1.223 1.865 -2.576
H 0.681 0.446 -0.372
*
```

structure (SMILES): [H]/N=C/N.O=CO
molecular weight: 90.08 g/mol
ΔE to the lowest compared entry with this formula, charge and spin: 1.432 eV
HOMO-LUMO gap: 0.38982 Ha
HOMO energy: -9.90 eV

---

[3]
ORCA calculation (wB97M-V/def2-TZVPD) on C3H2N2O2S in the gas phase in a non-equilibrium geometry.

Structure (ORCA input):
```
! wB97M-V def2-TZVPD RIJCOSX def2/J DEFGRID3
* xyz 0 1
N -2.966 -0.676 0.009
C -1.985 -0.050 -0.006
C -0.806 0.828 -0.002
O -0.916 2.024 -0.005
N 0.400 0.141 -0.001
S 0.476 -1.602 -0.002
C 1.607 0.885 0.014
O 2.692 0.349 -0.002
H 1.822 -1.572 -0.006
H 1.425 1.990 -0.001
*
```

structure (SMILES): N#CC(=O)N(S)C=O
molecular weight: 130.13 g/mol
ΔE to the lowest compared entry with this formula, charge and spin: 2.253 eV
HOMO-LUMO gap: 0.33425 Ha
HOMO energy: -9.93 eV

---

[4]
ORCA calculation (wB97M-V/def2-TZVPD) on a 3-piece molecular cluster, C31H66BrO5 overall in a non-equilibrium geometry.

Structure (ORCA input):
```
! wB97M-V def2-TZVPD RIJCOSX def2/J DEFGRID3
* xyz -1 1
C -0.034 2.786 4.231
C -1.495 2.263 4.340
C -2.275 2.562 3.047
C -3.170 1.438 2.474
C -3.595 0.343 3.455
C -2.572 -0.807 3.431
C -2.744 -1.752 2.236
C -2.122 -3.143 2.511
C -0.677 -3.254 2.035
C 0.227 -2.136 2.524
C 1.691 -2.331 2.184
C 2.531 -1.245 2.872
C 3.552 -0.561 1.950
C 3.152 0.867 1.540
C 3.852 1.380 0.256
C 3.022 1.538 -1.053
C 1.997 2.628 -0.804
C 1.188 3.040 -2.033
C 0.904 4.522 -2.039
O 0.059 4.951 -3.104
C -1.287 4.621 -2.895
C 2.429 0.207 -1.433
Br 0.509 -0.175 -0.829
C 2.358 -0.014 -2.966
C 2.420 -1.501 -3.291
H 0.061 3.811 4.565
H 0.605 2.156 4.841
H 0.317 2.655 3.215
H -1.951 2.831 5.143
H -1.415 1.213 4.571
H -2.920 3.414 3.242
H -1.616 2.889 2.252
H -4.078 1.909 2.103
H -2.720 0.972 1.605
H -4.541 -0.084 3.130
H -3.756 0.709 4.465
H -1.609 -0.332 3.306
H -2.534 -1.337 4.380
H -3.781 -1.854 1.935
H -2.142 -1.347 1.430
H -2.167 -3.378 3.569
H -2.719 -3.894 1.994
H -0.624 -3.334 0.950
H -0.266 -4.182 2.437
H 0.142 -2.094 3.611
H -0.072 -1.185 2.103
H 1.820 -2.266 1.107
H 2.018 -3.322 2.496
H 1.847 -0.469 3.211
H 3.033 -1.648 3.745
H 4.490 -0.463 2.496
H 3.794 -1.168 1.085
H 2.072 0.976 1.524
H 3.501 1.487 2.369
H 4.616 0.637 0.018
H 4.391 2.305 0.449
H 2.582 3.515 -0.533
H 1.335 2.433 0.052
H 1.710 2.752 -2.936
H 0.247 2.493 -2.028
H 1.837 5.066 -2.145
H 0.454 4.797 -1.080
H -1.618 4.832 -1.875
H -1.927 5.145 -3.595
H -1.454 3.556 -3.067
H 3.099 -0.567 -1.073
H 1.453 0.433 -3.366
H 3.198 0.506 -3.398
H 1.655 -2.057 -2.756
H 2.312 -1.694 -4.357
H 3.393 -1.891 -3.007
C 5.900 -8.187 1.586
O 4.572 -8.413 1.152
C 3.603 -8.160 2.159
C 2.937 -6.814 1.976
O 3.849 -5.747 2.172
C 4.309 -5.172 0.959
H 6.541 -8.194 0.706
H 6.002 -7.222 2.089
H 6.224 -8.987 2.263
H 4.055 -8.227 3.153
H 2.843 -8.944 2.078
H 2.149 -6.707 2.729
H 2.471 -6.748 0.989
H 3.517 -4.571 0.502
H 4.644 -5.934 0.250
H 5.148 -4.519 1.196
C -3.709 4.309 -5.956
O -4.582 4.206 -4.844
C -5.435 5.327 -4.692
C -6.830 5.042 -5.202
O -6.850 4.846 -6.609
C -6.914 3.481 -6.980
H -3.255 3.333 -6.116
H -4.241 4.605 -6.864
H -2.914 5.032 -5.747
H -5.016 6.205 -5.194
H -5.492 5.547 -3.620
H -7.468 5.906 -4.988
H -7.252 4.174 -4.686
H -7.916 3.079 -6.791
H -6.176 2.881 -6.442
H -6.707 3.418 -8.047
*
```

molecular weight: 598.77 g/mol
ΔE to the lowest compared entry with this formula, charge and spin: 1.041 eV
HOMO-LUMO gap: 0.17038 Ha
HOMO energy: -2.23 eV

---

[5]
ORCA calculation (wB97M-V/def2-TZVPD) on C6H18BaO14S2 as an isolated structure in a non-equilibrium geometry.

Structure (ORCA input):
```
! wB97M-V def2-TZVPD RIJCOSX def2/J DEFGRID3
* xyz -2 1
Ba -0.650 -15.596 18.426
S -2.884 -14.891 15.767
O -4.212 -15.028 16.384
O -2.560 -13.654 16.526
O -1.898 -15.920 16.142
O -2.935 -14.608 14.337
S -4.285 -15.000 19.989
O -5.426 -14.258 19.418
O -3.143 -14.671 19.109
O -3.976 -14.561 21.364
O -4.522 -16.467 19.980
C 2.417 -16.160 20.207
C 1.556 -17.446 20.464
O 0.167 -17.083 20.550
O 2.009 -15.608 18.971
H 3.476 -16.438 20.175
H 2.369 -15.443 21.030
H 1.842 -18.001 21.360
H 1.672 -18.168 19.653
H -0.113 -17.135 21.468
H 2.788 -15.275 18.518
C -0.914 -19.390 18.246
C -2.375 -19.004 18.473
O -2.423 -17.664 18.923
O -0.274 -18.460 17.341
H -0.789 -20.386 17.812
H -0.351 -19.344 19.180
H -2.917 -19.718 19.092
H -2.710 -18.882 17.433
H -3.375 -17.476 19.122
H -0.656 -18.615 16.469
C -0.536 -12.543 20.284
C 0.136 -12.180 18.957
O -0.282 -13.029 17.876
O -0.498 -13.956 20.568
H -1.603 -12.322 20.375
H -0.008 -12.110 21.141
H 1.196 -12.441 19.034
H -0.002 -11.141 18.662
H -0.901 -12.595 17.255
H -0.847 -14.131 21.445
*
```

molecular weight: 515.66 g/mol
ΔE to the lowest compared entry with this formula, charge and spin: 1.160 eV
HOMO-LUMO gap: 0.08595 Ha
HOMO energy: 0.67 eV

---

[6]
ORCA calculation (wB97M-V/def2-TZVPD) on a 2-piece molecular cluster, C11H15N overall.

Structure (ORCA input):
```
! wB97M-V def2-TZVPD RIJCOSX def2/J DEFGRID3
* xyz 1 2
C 1.852 3.447 -1.749
C 3.323 3.354 -2.174
H 1.259 2.776 -2.363
H 1.703 3.137 -0.701
H 1.471 4.462 -1.806
H 3.826 4.306 -2.030
H 3.413 2.985 -3.199
H 3.847 2.608 -1.590
C -0.901 -3.153 2.904
C -0.930 -1.382 1.025
C -1.147 -2.692 1.510
C -1.395 -1.356 -0.307
C -1.628 -3.445 0.408
C -0.421 0.953 0.884
C -1.001 0.977 -0.392
C -0.406 -0.222 1.606
C -1.492 -0.180 -1.007
N -1.791 -2.657 -0.652
H -0.025 1.900 1.206
H -1.183 1.954 -0.798
H -0.078 -0.218 2.643
H -1.944 -0.201 -1.988
H -1.436 -4.068 3.103
H -1.316 -2.390 3.563
H -1.947 -4.477 0.324
H -1.798 -3.068 -1.578
H 0.144 -3.347 3.158
*
```

molecular weight: 161.25 g/mol
ΔE to the lowest compared entry with this formula, charge and spin: 0.282 eV
HOMO-LUMO gap (alpha / beta): 0.34467 / 0.24134 Ha
HOMO energy (alpha / beta): -13.09 / -13.58 eV